# 1
Entry from the Open Molecules 2025 dataset: C22H25N3O6S in the gas phase at a distorted geometry (ωB97M-V with the def2-TZVPD basis set).

Output
Energy above the lowest of the compared OMol25 structures with the same formula, charge and spin (kcal per mole): 82.6
F_max (eV/Å): 1.394
Highest occupied orbital energy (eV): -8.50
LUMO energy (eV): 0.6

Geometry as ORCA input:
```
! wB97M-V def2-TZVPD RIJCOSX def2/J DEFGRID3
* xyz 0 1
C -2.39479 -4.22470 0.03110
C -0.95637 -4.67176 0.27308
O -0.24354 -3.78071 1.11002
C 0.16503 -2.57924 0.62700
C 0.11636 -2.17793 -0.70540
C 0.57953 -0.92799 -1.07206
C 1.11152 -0.05861 -0.12877
N 1.56103 1.20896 -0.57228
C 1.49817 2.32241 0.34658
C 0.08377 2.52744 0.90439
O -0.09469 2.97275 2.01443
N -0.87587 2.16811 0.02091
C -2.25589 2.05889 0.22213
C -2.90359 2.61516 1.32152
C -4.26991 2.45699 1.44372
C -5.00843 1.76079 0.50082
C -4.36178 1.20337 -0.59723
O -4.96966 0.49035 -1.58678
C -6.36248 0.30157 -1.51854
C -2.98466 1.35932 -0.72942
S 2.95361 1.17265 -1.51408
O 3.22672 2.52193 -1.90445
O 2.78138 0.18607 -2.53540
C 4.19529 0.60681 -0.39308
C 5.07285 1.36731 0.43349
C 5.18377 2.84180 0.51741
N 5.81191 0.55737 1.14147
O 5.46145 -0.71543 0.82307
C 4.49226 -0.69963 -0.09668
C 3.95062 -1.97504 -0.61039
C 1.16708 -0.45751 1.20362
C 0.69703 -1.69959 1.57273
H -2.91210 -4.96703 -0.57028
H -2.91101 -4.11728 0.98168
H -2.42488 -3.26781 -0.48432
H -0.94816 -5.61724 0.82216
H -0.42665 -4.82070 -0.67576
H -0.28489 -2.82234 -1.47060
H 0.54858 -0.62323 -2.10534
H 2.18309 2.22545 1.19839
H 1.79145 3.20838 -0.22360
H -0.54267 1.79401 -0.85893
H -2.33870 3.15284 2.06272
H -4.77775 2.88763 2.29348
H -6.07367 1.66056 0.63188
H -6.89947 1.25499 -1.54523
H -6.62375 -0.28239 -2.39968
H -6.64969 -0.25304 -0.61939
H -2.49724 0.91924 -1.58618
H 6.22109 3.12201 0.67837
H 4.60155 3.21452 1.35942
H 4.80480 3.28768 -0.39830
H 3.45175 -1.79070 -1.55794
H 3.23101 -2.38969 0.09587
H 4.75835 -2.69256 -0.73600
H 1.56078 0.20061 1.96165
H 0.73042 -2.01579 2.60304
*
```

# 2
Entry from the Open Molecules 2025 dataset: a molecular structure, C4H5IN2O at a distorted geometry (ωB97M-V with the def2-TZVPD basis set).

Output
<S²>: 2.007
Energy above the lowest of the compared OMol25 structures with the same formula, charge and spin (kcal per mole): 13.2
F_max (eV/Å): 4.130
Highest occupied orbital energy (spin up / spin down) (eV): -6.05 / -8.70
LUMO energy (spin up / spin down) (eV): 0.6 / -3.3

Geometry as ORCA input:
```
! wB97M-V def2-TZVPD RIJCOSX def2/J DEFGRID3
* xyz 0 3
C -0.78907 -1.33947 -0.16704
C 0.30963 -0.81928 0.71449
C -1.67005 -0.67372 -0.85356
C 0.92302 0.53696 0.45451
N -2.57097 -0.06843 -1.38934
N 0.73955 1.17544 -0.61567
O 1.67660 0.90244 1.49898
I 1.56622 3.01810 -0.87971
H -0.88309 -2.41829 -0.17222
H 1.14317 -1.52997 0.67764
H -0.02067 -0.78109 1.76177
H -2.52354 0.23597 -2.35325
H 2.09919 1.76133 1.32340
*
```